{
  "formula": "C47H99N5O7",
  "method": "ωB97M-V with the def2-TZVPD basis set",
  "orbital_gap_ha": [0.0350, 0.0867],
  "e_lumo_ha": [0.1879, 0.1851],
  "spin_multiplicity": 2,
  "charge": -3,
  "total_energy_ha": -2649.895256,
  "largest_force_ha_per_bohr": 0.0643,
  "homo_ev": [4.16, 2.68],
  "species": ["O", "O", "O", "O", "O", "O", "O", "N", "N", "N", "N", "N", "C", "C", "C", "C", "C", "C", "C", "C", "C", "C", "C", "C", "C", "C", "C", "C", "C", "C", "C", "C", "C", "C", "C", "C", "C", "C", "C", "C", "C", "C", "C", "C", "C", "C", "C", "C", "C", "C", "C", "C", "C", "C", "C", "C", "C", "C", "C", "H", "H", "H", "H", "H", "H", "H", "H", "H", "H", "H", "H", "H", "H", "H", "H", "H", "H", "H", "H", "H", "H", "H", "H", "H", "H", "H", "H", "H", "H", "H", "H", "H", "H", "H", "H", "H", "H", "H", "H", "H", "H", "H", "H", "H", "H", "H", "H", "H", "H", "H", "H", "H", "H", "H", "H", "H", "H", "H", "H", "H", "H", "H", "H", "H", "H", "H", "H", "H", "H", "H", "H", "H", "H", "H", "H", "H", "H", "H", "H", "H", "H", "H", "H", "H", "H", "H", "H", "H", "H", "H", "H", "H", "H", "H", "H", "H", "H", "H"],
  "positions_angstrom": [[-0.1756, 0.9377, -1.9812], [1.5846, -2.8750, 1.1019], [4.3841, -0.3095, 0.8734], [-6.4144, -1.1402, 0.9263], [2.1033, -0.0574, 3.7174], [-2.3065, 2.4991, -3.9114], [0.6550, 0.2694, 0.9395], [4.8404, 0.0783, -0.3762], [1.3189, -4.2613, 1.1460], [-5.8271, -1.4168, -0.3210], [-2.2333, 3.2672, -5.1099], [1.9282, 0.9598, 4.6829], [2.0679, -4.9130, 2.2257], [2.7734, 3.0286, 3.4413], [6.8980, 1.3472, -2.1102], [-3.4490, 3.3398, -5.9059], [3.4734, 2.1972, -0.7765], [1.3776, 0.3733, 5.8935], [-6.3711, -2.7062, -0.9714], [2.8720, 2.0975, 4.7519], [-5.5142, -2.8875, -2.2680], [0.2451, -6.8621, 2.3024], [4.8734, 1.6107, -0.4670], [4.3713, 1.6385, 5.0341], [1.8827, -4.4584, 3.7046], [-5.4937, -1.6420, -3.1142], [-4.5521, 0.6977, -0.2313], [6.6449, -0.1954, -2.0872], [-3.6807, 1.8848, -6.4569], [-1.5060, 4.5691, -4.8956], [-0.6651, -3.9807, -0.1510], [3.5424, -4.8818, 1.9425], [5.5636, 2.2619, 0.7361], [1.7299, -6.4473, 2.0166], [-5.5523, -0.2057, -1.0774], [-4.6357, 3.9018, -5.1010], [-0.4926, -6.1322, 1.1335], [-1.4332, 5.3391, -6.2548], [5.9998, -0.6955, -0.7201], [2.3950, 3.0374, 5.9027], [-3.4031, 4.1221, -7.2993], [-0.9633, 1.2499, -0.8783], [-7.9352, -2.8479, -1.2940], [5.4750, -2.1779, -0.7683], [-2.7099, 5.4870, -7.1125], [-4.7901, -0.4773, -2.3698], [-6.8766, 0.5982, -1.3944], [2.3870, -0.6030, 6.6056], [-0.1504, -4.5090, 1.1226], [2.0797, 2.4300, 7.2175], [-0.8809, -3.9321, 2.3566], [-0.0453, 4.1619, -4.5150], [-5.9271, -3.7870, -0.0666], [-0.0107, -0.3552, 5.6220], [-0.5136, 1.0853, 0.6744], [7.1052, -0.7516, 0.3968], [5.6743, 2.1125, -1.7030], [-2.0798, 5.4865, -3.8491], [0.9831, 1.4863, 6.9208], [-2.9063, 3.5381, -8.0741], [-4.3835, 1.8761, -7.2900], [-0.0939, -6.6112, 3.3075], [2.8929, 1.9059, -1.6519], [6.9578, 1.7721, -3.1121], [-1.3628, 6.2496, -3.5462], [7.7049, 1.5973, -1.4214], [6.2719, -2.8904, -0.9814], [-1.9624, -3.8606, 2.2418], [-0.2894, 2.0617, 1.1039], [0.6387, 4.9577, -4.2203], [4.9902, 2.0555, -2.5496], [-1.0915, 6.3731, -6.2083], [2.9253, -1.2977, 5.9609], [3.1439, 3.7946, 6.1348], [-3.9103, 0.1590, 0.4659], [2.7694, 1.7829, -0.0548], [4.1786, -5.3386, 2.7005], [-2.7992, 1.3160, -6.7528], [0.0704, 2.0433, 6.7092], [-8.3337, -2.1995, -2.0743], [5.5794, 3.3518, 0.7234], [-7.5213, -0.1470, -1.8604], [0.2468, -1.2411, 5.0415], [2.3459, -7.1226, 2.6104], [-2.3066, 5.6961, -8.1033], [0.7064, 0.9880, 7.8500], [-4.2612, 1.2497, -5.7879], [3.7543, -5.4538, 1.0392], [-2.8153, 3.1128, -3.3765], [-3.8778, 1.3106, -0.8295], [-1.4202, 0.7945, 1.2050], [1.8280, 3.5672, 3.5064], [0.1422, -7.9337, 2.1319], [6.5867, 1.9740, 0.9780], [4.3299, 0.6406, 5.4707], [3.7418, -3.8165, 1.8266], [-1.4706, 2.2120, -0.9498], [-1.5217, -6.4292, 0.9311], [3.6227, 3.7060, 3.5302], [-4.4704, -2.9516, -1.9605], [-0.7030, -4.4480, 3.3002], [-0.3038, -4.4581, -1.0618], [-2.2497, 5.0164, -2.8805], [-6.0891, -4.7517, -0.5476], [-3.7316, -0.5678, -2.1262], [1.8079, 3.2450, 7.8883], [-3.0553, 5.8804, -4.1343], [2.0744, -6.7892, 1.0406], [-4.7826, 0.3687, -3.0572], [-6.1886, -3.7212, 0.9895], [-4.3776, 4.3500, -7.7310], [-0.3868, -2.9370, -0.2968], [4.8840, 0.2992, 1.4221], [3.3957, 3.2641, -0.5670], [4.6458, -2.3367, -1.4577], [-4.6508, 3.4608, -4.1043], [-6.5404, -1.4571, -3.3556], [-7.2542, 1.0407, -0.4726], [-4.5757, 4.9886, -5.0433], [-8.3185, -3.8499, -1.4868], [-5.6407, -1.3897, 1.4369], [1.9742, -1.3175, 7.3178], [1.4498, 0.1354, 3.0411], [1.6051, 3.6682, 5.4950], [-5.0680, 1.3518, 0.4716], [3.2553, -0.2221, 7.1432], [-0.5428, 0.2416, 4.8811], [2.8504, -4.6625, 4.1629], [-4.8596, -3.5861, 0.0239], [-0.0762, -6.5301, 0.2080], [0.0056, 3.4763, -3.6692], [-0.5518, -2.8957, 2.4330], [6.0260, 3.1352, -1.5670], [-0.6883, -0.4491, 6.4706], [-5.7546, -3.8045, -2.8059], [1.6716, -3.4199, 3.9596], [5.0846, -2.5277, 0.1873], [2.7705, 2.5180, 2.4783], [7.5148, -0.7956, -2.3543], [5.1035, 2.1783, 5.6346], [7.7703, 0.1022, 0.5264], [4.9288, 1.4022, 4.1277], [5.9719, -0.5271, -2.8779], [-1.8637, 0.6749, -1.0950], [-0.6617, 4.8378, -6.8394], [-5.5066, 3.6063, -5.6860], [1.1606, -4.9889, 4.3254], [1.2558, -2.5005, 1.9224], [7.8440, -1.4158, -0.0515], [-8.4712, -2.4528, -0.4309], [-6.6561, 1.3783, -2.1231], [0.5348, 3.7531, -5.3423], [6.9009, -1.0624, 1.4214], [4.8201, 1.9835, 1.4829], [-4.9322, -1.7102, -4.0460], [-1.7546, -3.9513, -0.1349], [-3.2887, 6.3097, -6.6928], [2.9471, 2.0200, 7.7347]],
  "forces_ev_per_angstrom": [[0.5, 1.1, 1.3], [0.3, -0.8, -0.3], [-0.2, 0.2, 0.3], [0.0, -0.1, 0.0], [1.5, 0.4, 1.2], [-0.7, 1.1, -1.6], [-1.8, 0.7, 0.7], [-0.6, 2.4, -1.8], [0.0, -0.4, 0.4], [0.0, -1.7, -2.1], [2.0, 1.5, -1.4], [-1.2, 0.7, 0.3], [-0.9, -2.5, 0.1], [0.1, -1.2, 1.4], [-0.6, -1.3, 0.2], [-1.1, -1.6, -1.4], [-1.1, -0.9, 2.5], [-0.8, 0.2, 1.6], [-0.6, 1.4, -1.2], [0.6, 0.4, -0.4], [0.8, 0.6, 0.6], [0.6, 1.0, -2.4], [1.1, 0.5, -2.6], [-0.3, -1.4, -0.7], [0.3, -0.2, 0.6], [0.5, 0.4, -0.3], [-0.9, -0.1, 0.6], [-0.9, -0.1, 0.6], [-1.6, -0.4, 0.8], [1.4, -0.5, -0.7], [-0.8, 1.7, -1.1], [0.5, 0.9, -0.8], [-1.4, -0.2, 0.7], [-0.8, -0.6, 1.8], [0.4, 2.7, 0.7], [0.2, -0.7, -0.9], [1.4, 1.0, 0.0], [-0.2, -0.4, -0.4], [0.8, -0.8, 0.7], [1.5, 1.1, -0.9], [0.9, 1.3, 1.8], [0.7, -1.7, -1.3], [0.6, 1.4, 0.9], [0.2, 0.0, -0.3], [1.3, -1.5, -0.1], [-1.3, -0.9, -0.2], [1.4, -0.9, 0.1], [0.5, -1.0, 0.0], [-0.8, -2.9, 1.3], [0.0, 0.7, 0.1], [0.2, 0.8, -0.4], [0.3, 0.2, 0.2], [1.3, -0.4, 0.9], [1.6, 0.7, -1.6], [2.6, -1.0, -1.0], [1.5, 0.2, -0.8], [-0.6, -1.3, 0.1], [-0.5, 0.0, 1.2], [-0.3, -1.3, 1.3], [0.4, 0.0, 0.3], [0.1, 0.5, -0.5], [0.0, 0.1, -0.1], [0.8, -0.1, -0.6], [1.4, -0.5, -0.2], [-0.1, 0.4, -0.6], [0.5, 0.0, -0.4], [0.3, 0.1, -0.4], [0.0, -0.2, -0.4], [0.0, 1.0, -0.1], [-0.5, 0.9, 0.2], [0.0, 0.3, -0.1], [0.4, 0.0, 0.9], [-0.4, 0.1, -1.0], [0.7, 0.0, -0.6], [0.2, -0.6, -0.5], [-0.3, -0.2, 0.5], [-0.3, 0.2, 0.4], [0.3, 0.5, 0.2], [0.1, 0.0, -0.9], [0.5, 0.0, -0.4], [-0.4, 0.0, -0.4], [-0.6, 0.4, 0.2], [-0.5, -0.5, 0.5], [0.4, 0.5, 0.9], [-0.3, 0.9, -0.1], [0.0, -0.6, 0.1], [0.4, -0.1, 0.7], [0.0, 0.5, -0.4], [-0.2, -0.3, 1.2], [-0.2, -0.1, -0.2], [-0.7, -0.6, 0.3], [0.1, 0.1, -0.1], [0.0, -0.2, 0.3], [-0.2, -0.5, -0.1], [-0.1, 0.0, 0.3], [0.8, 0.0, -0.2], [0.0, 1.9, 0.2], [-0.6, 0.8, 0.9], [0.0, 0.2, -0.3], [0.1, -0.6, 0.3], [0.2, -0.1, -0.2], [0.0, -0.5, 0.2], [0.0, -0.6, 0.0], [-0.1, -0.2, 0.5], [0.1, -0.9, -0.2], [-0.5, 0.1, 0.2], [0.2, 0.5, -0.1], [-0.6, 0.6, -0.5], [-0.4, 0.4, 0.3], [-1.0, -0.3, -0.2], [-0.5, -0.6, 0.5], [0.1, 0.2, 0.2], [-0.1, -0.3, 1.1], [0.4, 0.2, -0.4], [0.1, 0.3, -0.3], [-0.3, 0.1, 0.0], [0.0, 0.8, -0.3], [-0.4, -0.2, -0.2], [-0.2, -0.1, 0.0], [0.6, -0.2, 0.1], [-0.3, 0.2, 0.9], [-0.8, 0.3, 0.2], [-0.8, 0.3, -1.8], [-0.6, -0.4, 0.3], [-0.5, 0.3, -0.2], [-0.3, 1.0, 0.1], [0.0, 0.3, 0.0], [0.0, 0.1, 0.3], [0.4, -0.6, -0.2], [0.7, 0.0, -0.1], [-0.3, -0.4, -0.1], [-0.1, 0.2, 0.4], [-0.6, 0.2, 0.1], [0.5, -0.4, 0.2], [-0.4, 0.0, 0.0], [0.1, 0.3, -0.8], [0.0, 0.6, 0.2], [0.2, -0.4, 0.2], [0.5, 0.1, 0.6], [-0.6, 0.8, 0.2], [-0.5, 0.8, -0.2], [-0.3, 0.3, -0.5], [-0.5, 0.5, -0.1], [-0.8, -1.2, 0.9], [-0.1, -0.2, -0.2], [-0.4, 0.2, 0.4], [-0.2, -0.4, -0.4], [-0.2, 0.8, 0.2], [0.0, -0.7, 0.3], [-0.1, -0.3, 0.4], [0.0, 0.1, 0.1], [-0.6, -0.6, -0.3], [-0.7, -0.3, -0.3], [0.6, 0.4, 1.2], [-0.2, -0.7, -0.2], [-0.1, -0.3, -0.2], [-0.5, -0.2, -0.3], [0.2, -0.5, -0.4]],
  "mulliken_charge": [-0.9426, 0.0855, 0.2522, -0.3945, 0.5587, 0.0655, -0.1386, -0.0174, -0.0919, -0.8622, -0.5420, -0.2668, 2.5303, -1.6345, -0.4990, 3.4120, -1.8558, 2.0783, 5.6268, 1.7653, -1.2612, -0.6023, 2.0716, -1.4202, -1.9322, -1.0356, -2.0707, -1.4554, -2.0753, 2.2209, -2.3187, -2.2907, -1.4266, -1.9643, 2.7404, -2.4229, -1.4394, -1.5432, 1.9617, -1.4694, -1.8036, 1.2019, -3.7622, -2.0109, -0.6588, -0.6591, -1.7981, -2.0561, 2.1205, -0.5973, -1.4845, -2.0972, -2.6852, -1.7261, -1.0768, -1.9831, -1.3268, -1.7757, -1.5913, 0.4151, 0.4167, 0.3035, 0.6291, 0.4278, 0.4847, 0.2943, 0.4282, 0.3963, 0.2432, 0.3992, 0.4548, 0.3641, 0.3420, 0.4228, 0.5424, -0.1763, 0.4412, 0.4593, 0.3789, 0.3596, 0.4813, 0.3202, 0.0456, 0.4852, 0.4318, 0.5150, 0.0007, 0.5196, 0.2486, 0.1488, -0.0012, 0.5376, 0.4266, 0.1879, 0.3516, 0.3454, -0.0519, 0.3403, 0.3560, 0.0906, 0.2332, 0.3813, 0.3099, 0.3606, 0.4986, 0.4081, 0.2645, 0.5337, -0.2433, 0.4585, 0.3522, 0.4739, 0.1671, 0.3429, 0.4588, 0.1561, 0.0788, 0.3400, 0.2281, 0.6163, 0.3665, 0.4974, -0.0483, 0.4502, 0.3350, 0.3485, 0.5107, 0.5286, -0.0746, 0.4597, 0.4460, 0.2452, 0.2864, 0.3865, 0.4564, 0.2885, 0.3127, 0.0359, 0.4138, 0.2732, 0.4125, 0.1079, 0.4284, -0.9671, 0.4698, 0.6807, 0.3237, 0.1187, 0.5827, 0.3511, 0.2277, 0.3604, 0.1874, -0.0434, 0.3211, 0.3868, 0.4084, 0.2740]
}